# 1
The following is a quantum chemistry calculation of C8H10SSi in the gas phase at a distorted geometry, from the OMol25 dataset.

Computed properties:
charge	0
energy relative to the best compared isomer or geometry (same formula, charge and spin)	2.925	eV
E_HOMO	-0.299	hartree

Last column: Löwdin charge in e.
Atoms and positions in Å:
1 C 1.993 -0.007 -2.355  0.0261
2 C 1.134 0.430 -1.664  -0.2217
3 C -2.792 0.611 -1.283  -0.2344
4 C -4.052 0.367 -0.837  -0.2087
5 C -1.699 -0.104 -0.705  -0.5675
6 C -4.087 -0.582 0.333  -0.3938
7 C -0.251 2.744 -0.057  -0.1501
8 C 0.486 -0.290 1.302  -0.1945
9 Si 0.084 0.852 -0.234  0.6229
10 S -2.508 -1.073 0.693  0.8644
11 H 2.728 -0.367 -3.152  0.0716
12 H -2.453 1.292 -2.060  0.1099
13 H -5.022 0.816 -1.136  0.0899
14 H -1.354 -0.825 -1.438  0.0807
15 H -0.560 2.984 0.930  0.0142
16 H 0.565 3.364 -0.484  0.0444
17 H -1.146 2.768 -0.683  0.0103
18 H 1.334 0.118 1.782  0.0008
19 H -0.398 0.027 1.898  0.0054
20 H 0.475 -1.350 1.096  0.0299



# 2
The following is a quantum chemistry calculation of C8H10Si in the gas phase at a distorted geometry, from the OMol25 dataset.

Computed properties:
charge	0
energy relative to the best compared isomer or geometry (same formula, charge and spin)	0.376	eV
E_HOMO	-0.315	hartree
structure (SMILES)	c1ccc2c(c1)C[SiH2]C2

Last column: Löwdin charge in e.
Atoms and positions in Å:
1 C 0.496 -1.470 -1.963  -0.1272
2 C -0.163 -2.306 -1.120  -0.0860
3 C -0.484 -1.803 0.149  -0.0445
4 C -0.296 -0.482 0.456  -0.2544
5 C 0.427 0.384 -0.480  -0.2333
6 C 0.816 -0.182 -1.670  -0.0604
7 C 0.494 1.775 -0.070  -0.2961
8 Si -0.397 1.970 1.589  0.7572
9 C -0.672 0.069 1.782  -0.2363
10 H 0.788 -1.941 -2.921  0.1150
11 H -0.210 -3.295 -1.379  0.0723
12 H -1.090 -2.338 0.954  0.1363
13 H 1.187 0.448 -2.507  0.1269
14 H 1.454 2.152 0.061  0.0485
15 H 0.245 2.427 -0.864  0.0699
16 H 0.658 2.563 2.437  -0.0332
17 H -1.600 2.627 1.120  -0.0443
18 H -1.582 -0.362 1.861  0.0368
19 H -0.068 -0.236 2.567  0.0528



# 3
The following is a quantum chemistry calculation of C8H11Br in the gas phase at a distorted geometry, from the OMol25 dataset.

Computed properties:
charge	0
energy relative to the best compared isomer or geometry (same formula, charge and spin)	2.621	eV
E_HOMO	-0.347	hartree
structure (SMILES)	C=CCC[C@@]1(Br)CC1=C

Last column: Löwdin charge in e.
Atoms and positions in Å:
1 C -1.669 -2.434 1.913  0.0095
2 C -1.587 -1.337 1.213  -0.1967
3 C -0.347 -0.563 0.992  -0.2664
4 C -0.007 -0.419 -0.504  -0.1549
5 C 1.434 0.493 -0.592  -0.5752
6 Br 2.752 -0.430 0.608  0.6727
7 C 1.984 1.186 -2.036  -0.0232
8 C 1.658 1.930 -0.787  -0.3938
9 C 1.629 3.111 -0.238  0.0522
10 H -2.550 -2.905 2.131  0.0228
11 H -0.807 -2.876 2.442  0.0788
12 H -2.538 -1.021 0.855  0.0921
13 H -0.224 0.405 1.497  0.1310
14 H 0.401 -1.252 1.195  0.0102
15 H -0.768 0.198 -1.093  0.1257
16 H 0.234 -1.307 -1.078  0.0983
17 H 1.310 1.129 -2.870  0.0873
18 H 2.960 1.017 -2.374  0.0671
19 H 1.291 3.323 0.802  0.0744
20 H 2.141 4.010 -0.711  0.0880



# 4
The following is a quantum chemistry calculation of 2 unconnected molecules or ions with the total composition C8H11BrClF3O at a distorted geometry, from the OMol25 dataset.

Computed properties:
charge	0
energy relative to the best compared isomer or geometry (same formula, charge and spin)	1.479	eV
E_HOMO (alpha / beta)	-0.260 / -0.260	hartree

Last column: Löwdin charge in e.
Atoms and positions in Å:
1 C -1.000 -0.393 -0.661  -0.0198
2 C -1.406 0.656 0.097  -0.2496
3 C -2.180 1.679 -0.658  -0.0379
4 C -1.106 0.954 1.576  -0.0402
5 C 0.129 -2.593 -1.057  -0.0005
6 C -0.220 -1.490 -0.136  -0.3273
7 C 2.165 -0.029 -0.376  -1.1011
8 C 2.028 1.194 0.373  -0.8307
9 O 0.013 -1.625 1.138  0.0840
10 F 1.559 0.988 1.617  0.0620
11 F 3.109 1.965 0.399  0.1077
12 F 1.017 2.022 -0.117  0.0494
13 Cl 2.769 0.326 -2.005  0.5386
14 Br 3.263 -1.268 0.547  0.6990
15 H -1.113 -0.409 -1.692  0.1088
16 H -1.442 2.358 -1.054  0.0947
17 H -2.722 1.273 -1.503  0.0878
18 H -2.824 2.136 0.061  0.0774
19 H -0.388 0.260 2.158  0.0997
20 H -2.063 1.081 2.104  0.0857
21 H -0.645 1.953 1.780  0.0984
22 H 0.722 -3.296 -0.422  0.1028
23 H -0.839 -3.072 -1.347  0.1215
24 H 0.470 -2.354 -2.031  0.0873
25 H 0.703 -2.316 1.211  0.1023



# 5
The following is a quantum chemistry calculation of 2 unconnected molecules or ions with the total composition C8H11BrFN at a distorted geometry, from the OMol25 dataset.

Computed properties:
charge	0
energy relative to the best compared isomer or geometry (same formula, charge and spin)	2.391	eV
E_HOMO	-0.335	hartree
structure (SMILES)	C=C/N=C(\Br)C(C)(C)F.C#C

Last column: Löwdin charge in e.
Atoms and positions in Å:
1 C -1.322 -3.057 -0.433  0.0412
2 C -1.629 -1.768 -0.190  -0.2815
3 N -0.612 -0.859 -0.018  0.0395
4 C -0.892 0.382 0.134  -0.6473
5 Br -2.614 1.196 0.202  0.7979
6 C 0.245 1.401 0.582  -0.5803
7 C 1.568 0.994 -0.013  -0.0285
8 C 0.308 1.608 2.081  -0.0215
9 F -0.023 2.612 -0.079  -0.0681
10 H -0.343 -3.367 -0.728  0.0534
11 H -2.217 -3.675 -0.375  0.0551
12 H -2.657 -1.340 -0.402  0.0773
13 H 1.422 0.449 -0.879  0.0296
14 H 2.126 0.289 0.507  0.0636
15 H 2.134 1.999 -0.180  0.1415
16 H 1.338 1.980 2.434  0.1193
17 H -0.420 2.325 2.382  0.0668
18 H 0.208 0.657 2.575  0.0845
19 C -0.383 0.037 -3.148  0.0045
20 C -0.678 1.158 -2.816  -0.0137
21 H -0.150 -0.955 -3.658  0.0685
22 H -0.689 2.147 -2.609  -0.0016



# 6
The following is a quantum chemistry calculation of C8H11BrFN in the gas phase at a distorted geometry, from the OMol25 dataset.

Computed properties:
charge	0
energy relative to the best compared isomer or geometry (same formula, charge and spin)	0.000	eV
E_HOMO	-0.350	hartree
structure (SMILES)	CC(C)(F)[C@@]1(Br)CC=CC=N1

Last column: Löwdin charge in e.
Atoms and positions in Å:
1 C 0.983 -1.285 1.833  -0.0234
2 C 1.026 -0.966 0.322  -0.5889
3 C 2.143 0.027 -0.052  -0.0184
4 F 1.233 -2.139 -0.332  0.0039
5 C -0.294 -0.416 -0.240  -0.6880
6 Br -1.711 -1.884 0.124  0.7050
7 C -0.783 0.812 0.505  -0.1805
8 C -2.010 1.440 -0.163  -0.0583
9 C -2.153 1.288 -1.499  -0.0624
10 C -1.105 0.523 -2.201  -0.1420
11 N -0.272 -0.247 -1.641  0.0656
12 H 1.621 -2.215 1.997  0.1235
13 H -0.006 -1.552 2.065  0.0065
14 H 1.388 -0.582 2.477  0.0588
15 H 3.033 -0.176 0.508  0.0741
16 H 2.505 -0.117 -1.064  0.0838
17 H 2.196 1.110 -0.078  0.0852
18 H 0.097 1.373 0.611  0.0906
19 H -1.163 0.498 1.597  0.1541
20 H -2.787 1.853 0.438  0.0977
21 H -2.855 1.972 -1.901  0.0883
22 H -1.087 0.681 -3.307  0.1245



- energy relative to the best compared isomer or geometry (same formula, charge and spin) of number 4 (C8H11BrClF3O)?
  1.479 eV



- The highest energy relative to the best compared isomer or geometry (same formula, charge and spin) belongs to which entry?
  C8H10SSi